# C4H9NS

One molecule with the formula C4H9NS (wB97M-V/def2-TZVPD, the Open Molecules 2025 dataset).

Cartesian coordinates (Å):
S: 2.50614 0.00635 -0.09853
N: -0.20988 -0.40708 0.71326
C: -1.95551 -1.13385 -0.49730
C: -1.54163 1.52926 -0.14876
C: -1.56262 0.12514 0.42776
C: 0.82358 -0.04211 -0.15994
H: -0.94001 2.05747 0.57405
H: -3.08683 -1.33570 -0.47997
H: -2.27158 -0.01653 1.27522
H: -2.67551 1.66419 -0.20208
H: 0.17103 0.18675 -1.14305
H: -1.69277 -1.23956 -1.67043
H: -1.20261 1.52264 -1.24463
H: -1.63423 -2.08258 0.19162
H: 0.12055 -0.87935 1.55239

Computed properties:
LUMO level, eV: 0.67
SMILES: CC(C)NC=S
E_HOMO, eV: -8.3
Orbital gap, eV: 8.9814
Strongest force on any atom, eV/A: 4.8

Results of the Löwdin charge analysis, in e, for atoms 1 through 2:
1. S 0.5108
2. N -0.1003